(1)
{"formula": "C36H45Cl2N5O2OsPS", "method": "ωB97M-V/def2-TZVPD", "charge": 3, "e_homo_ev": -13.27, "symbols": ["C", "H", "H", "H", "H", "C", "N", "H", "H", "C", "H", "N", "C", "C", "C", "C", "C", "H", "H", "H", "C", "H", "C", "C", "C", "H", "C", "N", "C", "H", "Os", "C", "H", "N", "C", "H", "C", "C", "H", "H", "C", "C", "Cl", "C", "C", "H", "H", "H", "H", "P", "H", "O", "C", "H", "C", "C", "N", "H", "H", "C", "H", "C", "H", "H", "H", "H", "H", "C", "H", "H", "C", "H", "H", "H", "C", "H", "H", "Cl", "O", "H", "C", "H", "H", "C", "C", "C", "H", "C", "C", "H", "H", "S", "H"], "xyz": [[4.166036, -2.683774, 3.210778], [-1.865423, 3.932869, -4.139721], [-2.777950, 4.542783, -2.348230], [5.824583, -5.004621, 5.810976], [6.723194, -2.845459, -1.281439], [-6.063195, 2.652728, -3.881743], [-0.723713, -0.862845, 0.529977], [5.132247, -3.296876, 0.530357], [4.278099, 0.926762, 0.785583], [-6.492344, 2.615676, -5.195183], [0.869245, -1.950059, -1.258883], [3.287400, -0.002025, 2.864564], [1.968190, 1.493902, 4.243561], [-5.163113, 3.625740, -3.445322], [0.725641, 1.868145, 4.676697], [1.679786, -1.917717, -0.538820], [4.010473, -4.503268, 4.784375], [-3.566391, 1.907891, -0.025978], [-3.824336, 1.028343, -1.531626], [2.863351, 1.980586, 4.609636], [5.357355, -4.352684, 5.083794], [-1.137254, -3.522347, 4.696135], [-0.276175, 0.213134, 3.300665], [5.267568, -2.281035, 0.180563], [-5.127713, 4.567515, -5.673246], [2.369603, -3.772434, 3.624454], [-2.293016, 2.556391, -1.636254], [-2.237520, 0.348904, -0.406473], [-4.738832, 3.699466, -1.999776], [-7.192810, 1.865324, -5.539925], [1.125631, -1.558672, 1.406258], [6.413766, -0.720346, -1.250967], [-4.791319, 5.312721, -6.383509], [-2.644445, -0.931116, -0.607465], [5.527276, -2.541563, 3.512349], [0.633220, 2.675584, 5.394646], [5.733673, 0.337333, -0.664939], [-6.014543, 3.572993, -6.085832], [-1.545989, -5.227997, 4.356950], [-4.041873, 5.375722, -4.031717], [-4.713995, 4.587475, -4.357928], [2.086620, 0.448097, 3.322077], [2.046228, -3.555197, 0.046904], [4.810379, 0.094182, 0.341353], [3.417556, -3.665672, 3.851530], [-0.104877, -5.544468, 0.758253], [-0.863984, 0.104301, -2.400595], [2.548478, -1.382592, -0.913970], [-5.219049, 2.901116, -1.430800], [3.406929, -1.535701, 2.081710], [-3.512380, 2.024188, -4.164377], [-0.109900, -2.910792, 2.144310], [-3.229177, 3.796182, -1.694865], [-3.073302, 0.459713, -3.457011], [-1.702180, -1.632985, -0.042714], [-0.429015, 1.200723, 4.209766], [0.971478, -0.183378, 2.842618], [-0.036363, 0.873710, -3.736103], [-1.416559, 1.465552, 4.559297], [-2.676009, 1.380502, -3.898451], [-5.170129, 4.622736, -1.603028], [6.179166, -2.025876, -0.830751], [-1.701031, -2.711010, -0.015928], [-0.601425, 1.306876, 0.533846], [7.141604, -0.527964, -2.030875], [-2.187599, 1.097434, -4.834124], [-1.110248, -0.343070, 2.901671], [-3.070809, 1.475487, -0.893618], [7.165185, -3.260755, 4.686271], [-0.790925, 3.699640, -1.037528], [6.114352, -3.370052, 4.452244], [-3.157205, 4.207364, -0.686668], [-2.322998, -3.912716, 3.393557], [-6.436510, 1.912791, -3.180316], [-0.819523, -5.398684, 1.563656], [0.261755, 1.455506, -2.096979], [4.115328, 0.417305, 3.266877], [-6.534708, 3.537677, -7.718949], [-1.238766, 2.913421, -0.703629], [5.925396, 1.352859, -0.984541], [-0.507604, 1.070617, -2.771622], [-1.022711, -6.354197, 2.055354], [6.135245, -1.798807, 3.006794], [-1.106299, 0.389530, 0.275143], [-1.083225, 3.286026, -3.740080], [-1.425544, -4.232369, 3.922976], [3.428838, -5.271729, 5.278251], [-1.657168, 2.076761, -2.989936], [4.580031, -1.215478, 0.772819], [-0.494889, 2.936742, -4.590002], [-1.742552, -4.938417, 1.208529], [-0.092523, -4.347783, 2.783204], [-0.411772, 3.899499, -3.128891]], "forces_ev_per_angstrom": [[0.22, 0.01, 0.06], [0.02, -0.07, 0.04], [0.00, -0.01, -0.01], [-0.02, 0.02, -0.02], [-0.01, 0.01, 0.01], [0.26, 0.17, 0.29], [-0.14, -0.71, -0.03], [-0.04, 0.00, 0.02], [0.06, -0.02, 0.00], [0.11, 0.24, -0.34], [-0.02, -0.05, -0.04], [-0.12, -0.09, 0.13], [0.12, -0.02, -0.02], [-0.03, 0.01, -0.20], [-0.13, 0.06, 0.07], [-0.46, 0.54, -0.40], [-0.02, 0.02, -0.04], [0.04, 0.03, 0.05], [-0.03, -0.07, 0.00], [-0.04, -0.01, -0.02], [0.04, 0.02, 0.01], [-0.05, -0.04, 0.04], [0.28, -0.13, 0.01], [0.07, 0.04, 0.03], [-0.26, -0.27, -0.23], [-0.13, -0.03, -0.03], [-0.03, 0.01, 0.04], [-0.58, 0.22, -0.07], [0.04, 0.10, -0.10], [0.04, 0.05, 0.03], [1.47, -1.37, 0.19], [0.06, -0.03, -0.05], [-0.02, -0.05, 0.05], [0.47, 0.39, 0.12], [0.07, 0.04, -0.08], [-0.02, -0.05, -0.04], [-0.05, 0.02, 0.01], [0.11, -0.01, 0.34], [-0.05, 0.06, 0.02], [-0.05, -0.02, 0.00], [0.00, -0.20, 0.37], [0.11, -0.34, -0.04], [-0.37, 0.66, -0.17], [-0.06, 0.04, -0.14], [-0.02, -0.03, 0.13], [-0.01, -0.05, -0.04], [0.00, 0.05, -0.06], [0.25, -0.19, 0.10], [0.04, -0.07, -0.01], [0.06, -0.10, 0.51], [0.02, 0.00, 0.06], [-0.97, 0.17, 0.04], [-0.06, 0.04, 0.00], [0.06, 0.07, -0.03], [0.03, -0.06, 0.09], [0.07, 0.14, 0.11], [-0.85, 0.86, -0.44], [-0.02, 0.03, 0.03], [0.03, 0.02, 0.02], [-0.10, -0.02, -0.07], [0.05, -0.02, 0.11], [-0.01, -0.02, -0.02], [-0.01, 0.08, -0.05], [-0.06, -0.05, -0.05], [-0.06, -0.02, 0.05], [0.01, 0.01, 0.06], [0.03, 0.00, -0.01], [0.14, -0.26, 0.09], [-0.03, 0.00, -0.01], [-0.07, 0.04, -0.02], [-0.03, -0.04, 0.00], [0.02, 0.01, 0.05], [-0.02, -0.03, 0.08], [0.00, 0.04, -0.02], [-0.18, 0.08, -0.23], [-0.02, 0.02, -0.01], [0.02, 0.06, 0.07], [-0.11, -0.01, -0.34], [0.10, -0.02, -0.21], [0.00, -0.01, 0.00], [0.05, 0.02, 0.05], [0.02, 0.05, -0.04], [-0.04, -0.01, 0.01], [-0.03, -0.08, -0.04], [0.07, 0.05, -0.09], [-0.19, 0.14, 0.18], [0.02, 0.04, -0.03], [-0.06, -0.01, 0.03], [0.04, 0.10, -0.03], [-0.02, 0.01, 0.01], [0.00, -0.12, -0.02], [1.00, -0.03, 0.13], [-0.03, -0.05, 0.01]]}


(2)
{"formula": "C18H31N5O3S", "method": "ωB97M-V/def2-TZVPD", "charge": 0, "e_homo_ev": -9.05, "smiles": "CCN1CCC[C@@H](ONC(=O)[C@H](CNC(=O)Cc2cnns2)C(C)(C)C)C1", "symbols": ["C", "N", "H", "H", "H", "H", "O", "C", "C", "H", "H", "O", "H", "S", "C", "H", "H", "H", "H", "C", "H", "H", "H", "C", "H", "C", "C", "C", "N", "C", "H", "H", "C", "H", "H", "H", "C", "C", "C", "C", "H", "C", "H", "H", "H", "H", "N", "H", "H", "H", "H", "H", "O", "C", "C", "N", "H", "N"], "xyz": [[1.914060, -1.360085, 0.813487], [1.526326, -0.917229, -0.520709], [1.113952, 0.782624, 4.327764], [-2.980361, -3.101654, -1.392090], [1.210330, -2.134123, 1.115702], [0.605088, -1.686593, 3.843806], [-0.468666, -0.160058, 2.292322], [-3.371302, -0.992679, -1.539369], [2.302178, -0.079565, -1.240295], [2.582474, 0.789071, -3.137149], [2.040526, -2.040975, 4.820634], [3.370751, 0.343857, -0.834345], [-4.067698, 1.096569, -2.905021], [1.701639, -2.091985, -3.974450], [1.912359, -0.207818, 1.832776], [4.138059, -1.779084, 2.590447], [-3.811944, -1.140712, -2.528015], [-2.845220, 0.659426, 0.543593], [2.607888, 0.370876, 5.173032], [1.737062, 0.381581, -2.583591], [-4.497830, 1.371173, -1.214497], [-0.574371, 1.862941, -1.099422], [-4.205691, -0.980556, -0.818199], [1.682236, -1.840907, 3.808681], [2.612832, 0.542281, 1.461050], [-0.285756, -0.645584, -3.803254], [-2.452808, -2.163467, -1.219711], [-1.349674, 1.930465, -0.326330], [0.452477, 1.527253, 1.080748], [1.015368, -0.655410, -3.386598], [0.637100, -1.204515, -0.896796], [2.655049, 1.483155, 3.804413], [2.177188, 0.579788, 4.191934], [1.053075, 1.210368, -2.387801], [2.911852, -1.796973, 0.762449], [-1.013925, 0.120469, -3.578029], [-3.002740, 2.725315, -1.976775], [-2.095774, 0.605791, -0.263090], [-3.653798, 1.348743, -1.926377], [0.510814, 0.384196, 1.820872], [-1.406787, -0.188221, 0.003899], [3.910447, -0.895441, 3.187865], [-3.765610, 3.474241, -2.195006], [-1.759006, 4.004728, -0.727665], [1.284366, 2.038912, 0.831494], [4.293216, -1.076452, 4.194201], [0.286051, -2.574728, -4.720393], [1.886836, -2.732750, 3.213406], [-1.578655, -2.154627, -1.871695], [4.457683, -0.050811, 2.764198], [-2.281929, 2.753082, -2.798479], [-3.033581, 3.151289, 0.145301], [-0.713339, 2.248845, 0.926947], [2.404580, -0.610160, 3.251741], [-2.299328, 3.059397, -0.660350], [-2.701282, 0.307201, -1.554744], [-2.124472, -2.161597, -0.179633], [-0.652330, -1.728887, -4.542857]], "forces_ev_per_angstrom": [[0.03, 0.05, -0.01], [0.04, -0.16, 0.00], [-0.01, 0.00, -0.01], [-0.01, 0.01, 0.00], [-0.01, 0.03, 0.01], [0.01, 0.00, -0.01], [0.04, 0.05, -0.03], [0.02, -0.04, -0.01], [-0.11, 0.10, 0.03], [-0.01, -0.01, 0.00], [0.00, 0.00, 0.01], [0.02, 0.00, -0.02], [-0.01, 0.00, 0.00], [0.01, 0.08, 0.01], [-0.02, -0.08, 0.18], [-0.01, -0.01, -0.02], [0.02, 0.00, -0.01], [-0.03, 0.02, 0.04], [-0.01, 0.00, 0.00], [0.09, -0.07, -0.05], [-0.01, 0.00, 0.04], [0.00, 0.03, 0.04], [-0.02, 0.01, 0.01], [0.00, 0.05, -0.01], [0.03, 0.01, -0.02], [0.09, 0.12, 0.04], [-0.01, 0.03, -0.01], [-0.03, 0.02, 0.00], [-0.08, 0.11, -0.04], [0.01, -0.04, 0.03], [0.00, -0.01, -0.01], [0.01, 0.01, -0.01], [0.01, -0.05, -0.03], [0.00, -0.01, 0.00], [-0.02, 0.02, -0.02], [-0.02, -0.05, 0.03], [-0.02, -0.03, 0.06], [0.03, 0.07, 0.00], [0.02, 0.02, -0.01], [-0.10, -0.08, -0.11], [0.07, -0.03, 0.04], [-0.05, 0.01, 0.00], [0.01, 0.00, -0.01], [0.00, 0.00, 0.00], [0.02, 0.02, 0.04], [0.00, 0.00, 0.00], [-0.02, -0.10, 0.01], [0.01, -0.01, -0.02], [0.04, 0.00, -0.03], [0.00, 0.01, 0.00], [0.03, -0.01, -0.01], [0.01, 0.00, 0.01], [0.00, -0.13, -0.01], [-0.03, 0.05, -0.06], [-0.02, -0.06, -0.05], [0.02, 0.05, 0.05], [-0.01, 0.00, 0.00], [-0.06, -0.01, -0.05]]}